No. 1
The following is a DFT calculation (the ωB97M-V functional and the def2-TZVPD basis) of a molecular structure, C45H51AsN5O6PSeSi3Tl.

Computed properties:
* E: -231029.1541 eV
* energy above the lowest of the compared OMol25 structures with the same formula, charge and spin: 240.02 kJ/mol
* charge: -1
* E_LUMO: 1.55 eV
* spin multiplicity: 1
* E_HOMO: -5.52 eV
* Kohn-Sham gap: 7.07 eV

Atoms and positions in Å:
Tl -0.701 1.167 -0.201
O 5.384 3.373 2.904
C 4.777 4.079 2.078
O 5.095 5.136 1.501
C 3.426 3.497 1.625
C 2.875 3.849 0.397
C 1.672 3.303 0.012
N 1.018 2.431 0.793
C 1.493 2.132 1.996
C 2.702 2.651 2.443
C 0.659 1.249 2.918
C 0.869 -0.358 4.904
C -0.579 -0.178 5.209
C -1.597 0.049 4.379
C -1.626 0.179 2.900
N -0.424 0.628 2.177
C 0.957 3.742 -1.224
C 1.502 4.669 -2.103
C 0.729 5.140 -3.146
C -0.572 4.685 -3.289
C -1.030 3.733 -2.400
N -0.277 3.268 -1.406
H 3.413 4.566 -0.205
H 3.116 2.387 3.408
H 1.255 -1.346 5.139
H -0.827 -0.277 6.264
H -2.579 0.140 4.834
H -2.544 0.612 2.513
H 2.517 5.012 -1.973
H 1.142 5.859 -3.841
H -1.217 5.047 -4.079
H -2.031 3.329 -2.458
O -1.355 -0.863 0.696
C -0.894 -0.757 1.947
C -0.223 -2.005 2.453
C -1.000 -2.916 3.160
C -0.476 -4.133 3.564
C 0.845 -4.446 3.264
C 1.624 -3.540 2.559
C 1.093 -2.327 2.127
P 2.078 -0.956 1.388
C 3.544 -1.700 0.614
C 4.669 -0.883 0.473
C 5.764 -1.313 -0.260
C 5.744 -2.556 -0.879
C 4.619 -3.362 -0.771
C 3.521 -2.934 -0.035
C 2.627 -0.398 3.043
C 1.530 0.325 3.746
C 1.828 0.778 5.184
C 3.194 0.548 5.685
C 4.086 -0.163 4.991
C 3.781 -0.677 3.658
H -2.028 -2.661 3.391
H -1.089 -4.829 4.124
H 1.271 -5.388 3.586
H 2.664 -3.771 2.363
H 4.688 0.099 0.933
H 6.625 -0.665 -0.362
H 6.597 -2.889 -1.456
H 4.588 -4.323 -1.269
H 2.638 -3.560 0.019
H 0.177 1.932 3.622
H 1.354 1.699 5.507
H 3.480 1.026 6.614
H 5.087 -0.303 5.378
H 4.550 -1.233 3.136
O -2.002 2.822 1.214
N -3.101 2.948 0.604
O -4.065 3.462 1.137
O -3.172 2.454 -0.551
C -3.642 -0.395 -5.247
Si -2.915 0.787 -3.998
C -4.236 2.036 -3.595
C -1.380 1.518 -4.781
As -2.182 -0.253 -2.000
Si -0.824 -2.080 -2.712
C 0.478 -1.542 -3.931
C -0.031 -2.877 -1.237
C -1.879 -3.381 -3.548
Si -4.141 -1.143 -0.996
C -3.771 -2.523 0.196
C -5.146 0.177 -0.182
C -5.174 -1.837 -2.400
H -3.641 0.107 -6.221
H -4.668 -0.670 -5.004
H -3.060 -1.310 -5.345
H -4.291 2.798 -4.378
H -4.082 2.525 -2.632
H -5.204 1.527 -3.550
H -1.591 2.479 -5.259
H -1.007 0.833 -5.547
H -0.574 1.676 -4.061
H 1.458 -1.561 -3.451
H 0.340 -0.531 -4.310
H 0.485 -2.232 -4.780
H 0.558 -2.137 -0.688
H 0.630 -3.674 -1.594
H -0.756 -3.294 -0.538
H -2.222 -3.078 -4.537
H -2.748 -3.671 -2.953
H -1.249 -4.269 -3.672
H -3.719 -2.133 1.214
H -2.804 -2.983 -0.005
H -4.556 -3.282 0.135
H -4.612 0.675 0.628
H -6.044 -0.295 0.233
H -5.445 0.952 -0.890
H -4.575 -2.304 -3.182
H -5.772 -1.047 -2.865
H -5.862 -2.590 -2.004
Se 3.339 1.414 -3.202
C 1.983 0.839 -2.208
N 1.079 0.453 -1.573

=====

No. 2
The following is a DFT calculation (the ωB97M-V functional and the def2-TZVPD basis) of a molecular structure, C21H21O5PW.

Computed properties:
* ⟨S²⟩: 2.0070
* E: -43452.5164 eV
* energy above the lowest of the compared OMol25 structures with the same formula, charge and spin: 103.95 kJ/mol
* charge: +2
* E_LUMO (spin up / spin down): -8.29 / -8.41 eV
* spin multiplicity: 3
* E_HOMO (spin up / spin down): -14.68 / -15.51 eV
* Kohn-Sham gap (spin up / spin down): 6.39 / 7.09 eV

Atoms and positions in Å:
W -0.400 -0.425 1.609
O 2.860 0.345 -0.457
C 2.062 -0.159 0.247
O 0.808 0.422 0.445
C 2.202 -1.505 0.962
C 1.153 -2.499 0.401
C 1.263 -3.848 1.071
C 0.933 -3.736 2.562
C 1.125 -2.376 3.108
O -0.202 -1.951 0.641
C 2.150 -1.439 2.557
C 1.883 -0.040 3.120
O 2.622 0.785 3.484
O 0.439 0.219 3.100
H 3.180 -1.888 0.674
H 1.245 -2.566 -0.682
H 2.287 -4.194 0.915
H 0.611 -4.569 0.581
H 1.558 -4.428 3.146
H -0.091 -4.062 2.766
H 0.783 -2.186 4.120
H 3.153 -1.698 2.920
C -3.107 1.114 -0.362
P -2.337 1.105 1.262
C -1.906 2.739 1.801
C -1.713 3.742 0.846
C -1.316 5.004 1.255
C -1.102 5.260 2.603
C -1.280 4.259 3.552
C -1.676 2.995 3.158
C -3.261 0.204 2.503
C -2.967 -1.165 2.601
C -3.544 -1.951 3.591
C -4.429 -1.360 4.481
C -4.741 -0.007 4.377
C -4.154 0.784 3.402
H -3.984 1.763 -0.339
H -3.410 0.101 -0.626
H -2.394 1.476 -1.103
H -1.877 3.554 -0.207
H -1.175 5.786 0.523
H -0.793 6.248 2.917
H -1.109 4.468 4.599
H -1.806 2.220 3.903
H -2.412 -1.699 1.813
H -3.334 -3.010 3.648
H -4.892 -1.961 5.252
H -5.447 0.435 5.067
H -4.383 1.840 3.346

=====

No. 3
The following is a DFT calculation (the ωB97M-V functional and the def2-TZVPD basis) of C5H12O2 in the gas phase in a non-equilibrium geometry.

Computed properties:
* E: -9473.2673 eV
* energy above the lowest of the compared OMol25 structures with the same formula, charge and spin: 180.27 kJ/mol
* charge: 0
* E_LUMO: 1.00 eV
* spin multiplicity: 1
* E_HOMO: -9.68 eV
* Kohn-Sham gap: 10.67 eV

Atoms and positions in Å:
C -2.859 0.049 0.337
O -2.322 -0.853 -0.596
C -0.850 -1.146 -0.452
O -0.237 -0.012 -0.877
C 0.918 0.340 0.095
C 1.971 -0.712 0.422
C 1.555 1.567 -0.543
H -2.574 -0.210 1.367
H -2.531 1.077 0.146
H -3.944 -0.007 0.227
H -0.686 -1.957 -1.171
H -0.687 -1.464 0.592
H 0.392 0.623 1.016
H 2.731 -0.290 1.079
H 1.552 -1.556 0.966
H 2.448 -1.060 -0.492
H 2.048 1.283 -1.470
H 0.799 2.311 -0.782
H 2.277 2.018 0.136

=====

No. 4
The following is a DFT calculation (the ωB97M-V functional and the def2-TZVPD basis) of a molecular structure, C46H48AuN4OSi in a non-equilibrium geometry.

Computed properties:
* ⟨S²⟩: 2.0279
* E: -68050.4547 eV
* charge: +1
* E_LUMO (spin up / spin down): -2.11 / -5.05 eV
* spin multiplicity: 3
* E_HOMO (spin up / spin down): -9.78 / -10.01 eV
* Kohn-Sham gap (spin up / spin down): 7.66 / 4.96 eV

Atoms and positions in Å:
Au -2.251 0.535 0.469
C -6.401 -0.311 0.231
C -5.628 -1.618 0.092
C -6.121 -2.671 -0.710
C -5.352 -3.819 -0.958
C -4.121 -3.942 -0.330
C -3.637 -2.981 0.540
C -2.239 -3.064 1.109
C -4.377 -1.798 0.729
N -3.801 -0.791 1.436
C -3.923 -0.464 2.731
C -5.014 -1.295 3.506
C -3.109 0.533 3.314
C -3.224 0.918 4.708
N -2.311 1.185 2.421
C -1.343 2.122 2.784
C -1.697 3.426 3.050
C -3.045 3.854 2.699
C -0.762 4.352 3.462
C 0.536 3.916 3.707
C 0.950 2.661 3.393
C 0.012 1.724 2.914
C 0.338 0.293 2.490
H -7.153 -0.277 -0.565
H -5.794 0.548 0.131
H -6.898 -0.157 1.174
H -7.078 -2.465 -1.151
H -5.675 -4.637 -1.596
H -3.471 -4.771 -0.634
H -1.772 -4.071 0.974
H -2.337 -2.937 2.207
H -1.493 -2.384 0.656
H -4.680 -1.684 4.482
H -5.378 -2.132 2.931
H -5.902 -0.718 3.766
H -4.007 1.665 4.856
H -2.280 1.437 5.015
H -3.327 0.052 5.387
H -3.827 3.119 2.821
H -3.114 4.087 1.660
H -3.401 4.720 3.264
H -1.028 5.371 3.659
H 1.316 4.612 4.113
H 2.014 2.462 3.568
H 1.301 0.011 2.967
H 0.503 0.219 1.429
H -0.376 -0.441 2.943
N -1.444 -1.269 -1.595
N -1.629 0.157 -1.508
H -1.329 -1.513 -2.568
H -2.253 -1.739 -1.177
H -2.272 0.485 -2.242
H -0.708 0.576 -1.648
C 2.492 1.162 -0.589
C 3.035 1.665 0.360
C 3.833 2.533 1.175
C 3.494 3.903 1.250
C 4.255 4.788 1.946
C 5.403 4.317 2.563
C 5.734 2.940 2.558
C 4.999 2.082 1.802
H 2.637 4.228 0.657
H 4.119 5.863 1.958
H 6.152 5.005 3.065
H 6.620 2.583 3.051
H 5.211 1.039 1.641
O 1.746 0.571 -1.439
Si 2.359 -0.597 -2.520
C 1.110 -0.479 -3.866
C 0.299 0.611 -4.153
C -0.536 0.558 -5.291
C -0.593 -0.584 -6.070
C 0.229 -1.674 -5.783
C 1.063 -1.588 -4.687
C 4.135 -0.177 -2.982
C 4.405 0.210 -4.316
C 5.717 0.548 -4.689
C 6.714 0.679 -3.710
C 6.412 0.373 -2.396
C 5.156 -0.081 -2.022
C 2.308 -2.195 -1.609
C 3.093 -3.220 -2.131
C 3.085 -4.543 -1.567
C 2.236 -4.777 -0.505
C 1.493 -3.753 0.098
C 1.455 -2.485 -0.487
H 0.411 1.572 -3.602
H -1.214 1.396 -5.556
H -1.263 -0.647 -6.914
H 0.098 -2.608 -6.330
H 1.640 -2.468 -4.372
H 3.623 0.109 -5.064
H 5.929 0.729 -5.750
H 7.739 0.948 -4.023
H 7.197 0.551 -1.626
H 4.903 -0.269 -1.009
H 3.700 -2.985 -2.987
H 3.638 -5.359 -1.948
H 2.183 -5.791 -0.157
H 0.771 -3.975 0.886
H 0.786 -1.804 0.036

=====

No. 5
The following is a DFT calculation (the ωB97M-V functional and the def2-TZVPD basis) of a molecular structure, C31H56Br15FN2O3S3 in a non-equilibrium geometry.

Computed properties:
* E: -1128035.4947 eV
* charge: 0
* E_LUMO: -0.29 eV
* spin multiplicity: 1
* E_HOMO: -8.65 eV
* Kohn-Sham gap: 8.35 eV

Atoms and positions in Å:
C 2.234 1.766 5.088
C 3.469 2.510 4.600
C 3.195 3.963 4.225
C 2.163 4.167 3.107
C 2.330 3.233 1.920
C 1.151 3.281 0.947
C 1.490 2.836 -0.473
C 2.297 1.513 -0.593
N 1.613 0.613 -1.525
C 2.399 -0.609 -1.928
C 3.711 -0.824 -1.176
C 4.235 -2.254 -1.499
C 4.924 -2.809 -0.242
C 5.754 -4.084 -0.530
C 5.413 -5.186 0.494
C 6.593 -6.152 0.777
C 6.924 -6.164 2.274
C 0.388 0.183 -1.047
S -0.068 0.084 0.515
S -0.734 -0.298 -2.341
C -2.373 0.077 -1.663
C -3.174 -1.185 -1.276
C -4.670 -1.041 -1.580
C -5.561 -0.577 -0.417
C -4.987 0.595 0.409
C -5.372 0.626 1.872
F -4.585 -0.180 2.636
O -6.734 0.384 2.118
S -7.303 -1.031 1.568
O -7.672 -1.919 2.611
O -8.408 -0.704 0.732
C -6.065 -1.744 0.437
N -5.012 -2.452 1.109
C -5.424 -3.745 1.694
C -4.998 -3.910 3.153
H 2.514 0.733 5.285
H 1.464 1.726 4.321
H 1.823 2.192 5.999
H 3.860 1.991 3.726
H 4.257 2.456 5.349
H 2.808 4.449 5.123
H 4.129 4.466 3.981
H 2.306 5.181 2.731
H 1.147 4.147 3.497
H 2.431 2.201 2.246
H 3.246 3.504 1.386
H 0.840 4.326 0.864
H 0.288 2.774 1.365
H 2.095 3.635 -0.900
H 0.596 2.795 -1.087
H 3.265 1.804 -0.982
H 2.479 1.078 0.386
H 1.785 -1.486 -1.744
H 2.616 -0.599 -2.996
H 3.612 -0.778 -0.098
H 4.471 -0.152 -1.561
H 4.936 -2.214 -2.330
H 3.409 -2.924 -1.732
H 5.558 -2.032 0.178
H 4.139 -3.050 0.471
H 6.807 -3.834 -0.420
H 5.541 -4.433 -1.534
H 5.130 -4.716 1.432
H 4.554 -5.744 0.126
H 6.263 -7.158 0.529
H 7.458 -5.881 0.180
H 7.528 -7.021 2.548
H 7.398 -5.234 2.580
H 5.982 -6.225 2.816
H -2.885 0.677 -2.407
H -2.182 0.651 -0.757
H -2.749 -2.010 -1.844
H -2.958 -1.350 -0.225
H -4.774 -0.289 -2.362
H -5.100 -1.944 -2.006
H -6.469 -0.197 -0.879
H -3.907 0.698 0.370
H -5.394 1.508 -0.020
H -5.182 1.631 2.238
H -6.602 -2.444 -0.207
H -4.237 -2.636 0.490
H -4.914 -4.528 1.130
H -6.490 -3.920 1.602
H -5.812 -3.761 3.854
H -4.154 -3.275 3.405
H -4.664 -4.937 3.297
C 0.521 8.408 1.894
Br -0.368 7.293 3.187
Br 2.096 9.243 2.625
Br 0.926 7.433 0.285
H -0.167 9.199 1.632
C -3.398 4.593 -0.246
Br -5.058 4.586 -1.217
Br -3.667 4.304 1.641
Br -2.143 3.331 -0.982
H -2.967 5.578 -0.358
C 3.567 -3.839 -5.723
Br 4.764 -2.351 -5.981
Br 4.409 -5.274 -4.751
Br 1.918 -3.285 -4.894
H 3.319 -4.223 -6.702
C -3.675 6.937 -4.716
Br -4.681 5.360 -5.176
Br -4.805 8.489 -4.573
Br -2.629 6.672 -3.118
H -2.980 7.119 -5.522
C -1.987 -3.763 -6.142
Br -1.864 -2.848 -7.833
Br -1.683 -2.564 -4.663
Br -3.655 -4.711 -5.960
H -1.196 -4.500 -6.119

=====

No. 6
The following is a DFT calculation (the ωB97M-V functional and the def2-TZVPD basis) of a molecular structure, C10H13Cl2GeIrS5Sb.

Computed properties:
* ⟨S²⟩: 0.7881
* E: -155697.4832 eV
* energy above the lowest of the compared OMol25 structures with the same formula, charge and spin: 31.72 kJ/mol
* charge: -2
* E_LUMO (spin up / spin down): 4.28 / 4.27 eV
* spin multiplicity: 2
* E_HOMO (spin up / spin down): -0.50 / -1.81 eV
* Kohn-Sham gap (spin up / spin down): 4.78 / 6.08 eV

Atoms and positions in Å:
Ir -1.241 0.084 -1.593
Cl -2.391 -2.165 -0.435
C -0.954 -3.094 -0.108
C -1.005 -3.953 0.974
C 0.091 -4.745 1.276
C 1.220 -4.659 0.477
C 1.247 -3.784 -0.593
Cl 2.710 -3.750 -1.540
C 0.171 -2.942 -0.948
S 0.243 -1.844 -2.283
H -1.905 -3.994 1.572
H 0.067 -5.420 2.122
H 2.094 -5.264 0.678
S -2.773 4.674 -1.727
Sb -2.590 2.858 -3.088
S -0.430 1.792 -2.898
S -3.353 0.822 -2.012
S -3.330 3.046 -5.230
C 2.022 2.533 -0.443
Ge 0.573 1.952 0.740
C -0.423 3.536 1.334
C 1.478 1.218 2.346
C -0.543 0.496 0.121
H 2.694 3.185 0.123
H 1.613 3.078 -1.290
H 2.588 1.680 -0.820
H 0.261 4.250 1.803
H -1.192 3.259 2.058
H -0.917 4.006 0.482
H 2.055 2.013 2.827
H 2.156 0.403 2.085
H 0.750 0.838 3.067
H -0.991 -0.109 0.922